Entry 1:
{"formula": "C11H35O6", "method": "the ωB97M-V functional and the def2-TZVPD basis", "symbols": ["O", "H", "H", "H", "C", "O", "H", "H", "H", "H", "C", "O", "H", "H", "H", "H", "C", "C", "C", "O", "H", "H", "H", "H", "H", "H", "H", "H", "C", "C", "C", "O", "H", "H", "H", "H", "H", "H", "H", "H", "C", "C", "C", "O", "H", "H", "H", "H", "H", "H", "H", "H"], "coordinates": [[-21.53, 20.65, 49.11], [-21.11, 21.19, 48.45], [-21.68, 19.81, 48.63], [-21.16, 20.41, 50.05], [-19.79, 22.03, 52.23], [-19.78, 22.18, 50.76], [-20.78, 22.26, 52.64], [-19.02, 22.57, 52.73], [-19.82, 20.88, 52.37], [-19.69, 23.09, 50.60], [-21.23, 22.85, 46.25], [-20.38, 22.41, 47.37], [-20.87, 22.71, 45.16], [-21.45, 23.82, 46.36], [-22.25, 22.21, 46.23], [-19.50, 22.62, 47.18], [-17.09, 18.17, 48.03], [-18.05, 18.94, 49.00], [-17.27, 19.72, 50.04], [-18.83, 19.93, 48.43], [-16.19, 18.60, 47.48], [-17.68, 17.71, 47.45], [-16.47, 17.40, 48.51], [-18.65, 18.20, 49.37], [-16.50, 19.18, 50.53], [-17.96, 20.24, 50.66], [-16.72, 20.55, 49.57], [-18.42, 20.68, 47.97], [-22.99, 19.71, 52.22], [-22.06, 18.56, 52.11], [-22.71, 17.33, 51.47], [-20.99, 18.87, 51.13], [-22.57, 20.60, 52.79], [-23.75, 19.66, 52.99], [-23.57, 19.97, 51.21], [-21.71, 18.34, 53.12], [-23.53, 16.87, 52.04], [-22.07, 16.44, 51.48], [-23.20, 17.51, 50.61], [-20.36, 18.13, 51.39], [-22.05, 19.36, 45.69], [-22.22, 18.12, 46.52], [-20.84, 17.30, 46.67], [-22.58, 18.45, 47.81], [-22.88, 20.11, 45.88], [-21.89, 19.09, 44.72], [-21.10, 19.98, 45.93], [-23.04, 17.57, 46.20], [-20.54, 16.82, 45.86], [-20.72, 16.52, 47.47], [-19.99, 17.94, 46.66], [-23.62, 18.24, 47.87]], "total_energy_ev": -24248.1759, "charge": 1, "max_force_ev_per_a": 7.073, "e_homo_ev": -12.7, "gap_ev": 10.483, "multiplicity": 1, "de_lowest_kj_mol": 514.7}

=====

Entry 2:
{"formula": "C34H48F24NO8P", "method": "the ωB97M-V functional and the def2-TZVPD basis", "symbols": ["C", "C", "C", "O", "O", "C", "C", "C", "C", "C", "C", "N", "C", "C", "O", "C", "C", "C", "O", "C", "C", "O", "P", "C", "C", "C", "H", "H", "H", "H", "H", "H", "H", "H", "H", "H", "H", "H", "H", "H", "H", "H", "H", "H", "H", "H", "H", "H", "H", "H", "H", "H", "H", "H", "H", "H", "H", "H", "H", "H", "H", "H", "C", "C", "C", "F", "F", "F", "F", "O", "C", "C", "F", "F", "F", "F", "H", "H", "H", "H", "C", "C", "C", "F", "F", "F", "F", "O", "C", "C", "F", "F", "F", "F", "H", "H", "H", "H", "C", "C", "C", "F", "F", "F", "F", "O", "C", "C", "F", "F", "F", "F", "H", "H", "H", "H"], "coordinates": [[2.07, -1.70, -2.41], [3.34, -2.28, -2.14], [4.04, -3.14, -3.31], [4.00, -4.39, -3.28], [4.70, -2.50, -4.41], [3.82, -2.51, -5.56], [2.84, -1.24, -5.65], [3.51, 0.15, -5.24], [2.43, 1.27, -4.76], [1.22, 1.43, -5.80], [0.09, 2.48, -5.35], [-1.25, 1.95, -5.77], [-2.28, 2.18, -4.70], [-1.97, 1.19, -3.44], [-3.10, 0.42, -3.00], [-2.95, -1.00, -3.07], [-2.27, -1.71, -1.80], [-1.16, -0.86, -1.04], [-0.51, -1.55, 0.06], [0.55, -0.75, 0.60], [0.81, 0.78, 0.23], [1.31, -1.30, 1.44], [-2.24, -1.66, -4.74], [-3.11, -0.75, -6.17], [-2.77, -3.49, -4.99], [-1.98, -4.06, -6.27], [1.25, -2.40, -2.84], [1.80, -0.61, -2.25], [3.85, -2.19, -1.13], [3.17, -3.46, -5.48], [4.46, -2.60, -6.50], [1.85, -1.39, -5.09], [2.54, -1.14, -6.76], [4.09, 0.54, -6.14], [4.27, 0.07, -4.38], [2.09, 1.00, -3.71], [3.00, 2.27, -4.72], [1.67, 1.74, -6.81], [0.70, 0.42, -5.93], [0.28, 3.48, -5.90], [0.15, 2.73, -4.23], [-1.59, 2.46, -6.61], [-2.12, 3.27, -4.36], [-3.35, 2.10, -5.07], [-1.74, 1.93, -2.57], [-1.00, 0.62, -3.59], [-4.03, -1.42, -3.08], [-1.84, -2.73, -2.11], [-3.10, -1.94, -1.03], [-1.68, 0.07, -0.60], [-0.41, -0.49, -1.83], [0.07, 1.50, 0.73], [0.78, 1.01, -0.89], [1.85, 1.10, 0.59], [-3.79, 0.04, -5.66], [-3.80, -1.43, -6.77], [-2.31, -0.27, -6.82], [-3.90, -3.53, -5.25], [-2.63, -4.11, -4.05], [-2.47, -5.02, -6.69], [-0.91, -4.33, -5.96], [-1.90, -3.28, -7.10], [2.65, -4.18, 3.44], [4.03, -4.00, 2.77], [4.10, -4.38, 1.29], [3.83, -5.68, 1.08], [5.36, -4.18, 0.81], [4.96, -4.65, 3.49], [4.34, -2.67, 2.86], [2.46, -5.38, 4.20], [2.07, -6.55, 3.50], [3.13, -7.65, 3.56], [4.31, -7.25, 3.05], [2.74, -8.73, 2.83], [1.71, -6.22, 2.24], [0.94, -6.98, 4.10], [2.56, -3.38, 4.18], [1.82, -4.00, 2.75], [3.42, -3.78, 0.69], [3.30, -7.97, 4.59], [2.85, 3.81, 4.87], [1.45, 4.26, 4.39], [0.28, 3.93, 5.32], [0.12, 2.61, 5.52], [-0.89, 4.38, 4.78], [1.23, 3.77, 3.14], [1.50, 5.62, 4.25], [3.36, 2.58, 4.34], [2.96, 1.38, 4.97], [2.12, 0.48, 4.06], [1.00, 1.10, 3.63], [1.71, -0.64, 4.72], [2.35, 1.67, 6.14], [4.10, 0.74, 5.30], [3.55, 4.56, 4.50], [2.95, 3.85, 5.96], [0.40, 4.42, 6.29], [2.69, 0.17, 3.18], [-5.30, 5.73, 7.01], [-5.99, 6.40, 5.80], [-7.19, 5.66, 5.21], [-6.87, 4.44, 4.74], [-7.70, 6.34, 4.16], [-5.06, 6.66, 4.85], [-6.43, 7.62, 6.23], [-4.11, 4.96, 6.75], [-4.28, 3.62, 6.34], [-3.78, 3.36, 4.92], [-4.41, 4.14, 4.01], [-4.01, 2.08, 4.54], [-5.57, 3.25, 6.52], [-3.56, 2.87, 7.21], [-4.94, 6.55, 7.64], [-6.00, 5.18, 7.64], [-7.98, 5.54, 5.96], [-2.71, 3.56, 4.84]], "total_energy_ev": -128406.8664, "max_force_ev_per_a": 4.684, "e_homo_ev": -8.2, "smiles": "C=CC(=O)OCCCCCCNCCO[C@H](CCOC(C)=O)P(C)CC.FC(F)C(F)(F)COC(F)(F)C(F)F.FC(F)C(F)(F)COC(F)(F)C(F)F.FC(F)C(F)(F)COC(F)(F)C(F)F", "gap_ev": 7.769, "multiplicity": 1}

=====

Entry 3:
{"formula": "C27H31NO4P2RuS", "method": "the ωB97M-V functional and the def2-TZVPD basis", "symbols": ["C", "C", "C", "C", "C", "C", "C", "C", "C", "C", "C", "C", "C", "H", "H", "H", "H", "H", "H", "H", "N", "Ru", "C", "H", "H", "C", "H", "H", "P", "P", "C", "H", "H", "H", "C", "H", "H", "H", "C", "H", "H", "H", "C", "H", "H", "H", "C", "O", "H", "C", "C", "C", "C", "C", "C", "C", "S", "O", "O", "O", "H", "H", "H", "H", "H", "H", "H"], "coordinates": [[4.47, -2.13, -0.95], [3.30, -1.65, -1.54], [2.25, -2.54, -1.79], [2.35, -3.91, -1.41], [3.58, -4.36, -0.81], [4.61, -3.49, -0.60], [1.19, -4.69, -1.53], [0.03, -4.24, -2.18], [0.01, -2.85, -2.53], [-1.14, -2.29, -3.11], [-2.27, -3.09, -3.27], [-2.27, -4.46, -2.94], [-1.13, -5.03, -2.43], [5.30, -1.42, -0.75], [3.64, -5.41, -0.54], [5.52, -3.82, -0.12], [1.27, -5.73, -1.27], [-3.19, -2.65, -3.68], [-3.15, -5.07, -3.08], [-1.08, -6.07, -2.11], [1.00, -2.00, -2.06], [-0.19, 0.15, -0.08], [3.06, -0.19, -1.85], [2.48, -0.10, -2.77], [3.99, 0.38, -1.93], [-1.10, -0.80, -3.44], [-0.08, -0.54, -3.72], [-1.86, -0.55, -4.19], [2.00, 0.61, -0.58], [-1.45, 0.28, -1.96], [-3.20, 0.00, -1.60], [-3.47, 0.65, -0.75], [-3.77, 0.25, -2.51], [-3.33, -1.07, -1.34], [-1.32, 1.97, -2.64], [-2.06, 2.05, -3.45], [-1.54, 2.70, -1.84], [-0.30, 2.13, -3.02], [2.96, 0.51, 0.96], [3.97, 0.91, 0.82], [2.44, 1.07, 1.75], [3.03, -0.53, 1.27], [2.05, 2.38, -1.02], [1.42, 2.95, -0.33], [3.08, 2.74, -1.00], [1.64, 2.51, -2.02], [-1.03, -1.29, 0.74], [-1.56, -2.20, 1.14], [0.63, -1.31, -0.87], [-1.65, 4.11, 7.05], [-1.66, 3.75, 5.58], [-2.67, 4.30, 4.78], [-2.73, 4.01, 3.40], [-1.78, 3.12, 2.86], [-0.71, 2.61, 3.65], [-0.67, 2.91, 5.01], [-1.83, 2.65, 1.13], [-2.87, 1.67, 1.08], [-1.90, 3.87, 0.32], [-0.50, 1.88, 0.93], [-1.57, 5.20, 7.20], [-2.58, 3.77, 7.55], [-0.81, 3.61, 7.56], [-3.45, 4.95, 5.21], [-3.52, 4.41, 2.74], [0.06, 1.94, 3.23], [0.10, 2.50, 5.67]], "total_energy_ev": -70168.5303, "charge": 1, "max_force_ev_per_a": 2.353, "e_homo_ev": [-9.3, -11.1], "gap_ev": [7.169, 4.615], "multiplicity": 6, "de_lowest_kj_mol": 13.5}